[1]
93
Properties=species:S:1:pos:R:3 method="wB97M-V/def2-TZVPD" relative_energy_ev=0.0000 total_charge=+3 spin_multiplicity=5 lumo_energy_ev="-7.515 / -9.468" s_squared=6.02 gap_ev="6.91 / 4.95"
Ru -0.117 -0.654 -1.486
C -2.929 6.375 -1.161
C -3.438 5.404 -2.212
N -3.087 3.998 -1.890
C -2.053 3.450 -2.510
C -1.582 2.171 -2.268
C -0.439 1.751 -3.125
O 0.089 2.470 -3.915
O -0.027 0.466 -2.965
C -2.227 1.384 -1.300
O -1.890 0.175 -0.993
C -3.370 1.962 -0.639
C -4.097 1.228 0.310
C -5.173 1.779 0.931
F -5.806 1.048 1.860
C -5.627 3.094 0.656
C -4.909 3.811 -0.291
C -3.787 3.270 -0.932
N -6.744 3.653 1.275
C -7.698 2.852 2.049
C -8.930 3.702 2.371
N -9.162 4.675 1.251
C -8.055 5.706 1.185
C -6.756 5.056 1.666
H -3.218 7.388 -1.436
H -1.841 6.342 -1.101
H -3.328 6.159 -0.171
H -2.991 5.614 -3.180
H -4.516 5.458 -2.352
H -1.549 4.052 -3.256
H -3.797 0.222 0.566
H -5.242 4.802 -0.556
H -7.292 2.490 2.996
H -7.993 1.985 1.459
H -8.808 4.298 3.273
H -9.815 3.082 2.485
H -10.067 5.138 1.360
H -9.200 4.163 0.368
H -8.346 6.545 1.814
H -7.997 6.040 0.151
H -6.663 5.145 2.752
H -5.914 5.593 1.242
C -2.503 -3.960 -3.409
C -1.393 -3.376 -2.602
O -1.512 -2.223 -2.111
N -0.305 -4.107 -2.370
C 0.826 -3.619 -1.581
C 0.480 -3.280 -0.147
C 0.696 -4.185 0.873
C 0.412 -3.824 2.184
C -0.086 -2.558 2.442
C -0.281 -1.694 1.381
N -0.013 -2.055 0.121
H -2.741 -3.274 -4.222
H -3.386 -4.041 -2.775
H -2.260 -4.938 -3.816
H -0.260 -5.036 -2.758
H 1.293 -2.772 -2.097
H 1.590 -4.393 -1.591
H 1.103 -5.161 0.644
H 0.588 -4.522 2.991
H -0.314 -2.234 3.447
H -0.653 -0.689 1.522
O 0.723 0.892 0.144
C 1.842 0.468 -0.218
N 3.077 0.771 0.135
C 4.061 -0.082 -0.571
C 3.132 -0.863 -1.546
O 3.426 -1.667 -2.376
N 1.826 -0.499 -1.194
C 4.649 -1.145 0.354
C 4.232 -1.292 1.671
C 4.778 -2.292 2.467
C 5.731 -3.153 1.946
C 6.143 -3.011 0.626
C 5.607 -2.012 -0.168
C 5.082 0.776 -1.292
C 4.811 1.281 -2.560
C 5.718 2.127 -3.179
C 6.894 2.478 -2.530
C 7.164 1.981 -1.264
C 6.262 1.128 -0.645
H 3.328 1.527 0.753
H 3.499 -0.620 2.099
H 4.471 -2.383 3.501
H 6.166 -3.923 2.569
H 6.894 -3.674 0.219
H 5.939 -1.897 -1.192
H 3.902 1.009 -3.085
H 5.510 2.505 -4.171
H 7.604 3.133 -3.017
H 8.082 2.249 -0.759
H 6.487 0.727 0.336

[2]
92
Properties=species:S:1:pos:R:3 method="wB97M-V/def2-TZVPD" relative_energy_ev=0.0000 spin_multiplicity=2 lumo_energy_ev="0.439 / 0.436" s_squared=0.77 gap_ev="7.04 / 6.40"
V -0.307 -0.631 1.005
C 1.355 -0.614 5.107
C 0.874 0.055 3.981
N 0.431 -0.808 3.072
N 0.617 -2.039 3.594
C 1.168 -1.949 4.811
B 0.052 -3.293 2.889
N 0.734 -3.501 1.520
C 1.186 -4.652 1.006
C 1.433 -4.463 -0.339
C 1.086 -3.131 -0.562
N 0.658 -2.560 0.560
N -1.441 -3.026 2.630
C -2.523 -3.685 3.072
C -3.644 -3.060 2.565
C -3.136 -2.004 1.804
N -1.808 -1.996 1.846
H 1.767 -0.188 6.004
H 0.827 1.113 3.794
H 1.379 -2.837 5.382
H 0.217 -4.270 3.561
H 1.302 -5.525 1.626
H 1.813 -5.178 -1.046
H 1.106 -2.570 -1.481
H -2.424 -4.542 3.715
H -4.673 -3.325 2.725
H -3.664 -1.253 1.237
C 0.622 1.633 -5.016
C -0.371 2.298 -4.316
C -0.945 1.716 -3.193
C -0.526 0.465 -2.752
C 0.468 -0.198 -3.471
C 1.038 0.377 -4.595
P -1.206 -0.373 -1.263
C -2.287 -1.605 -2.095
C -2.482 -2.822 -1.447
C -3.337 -3.775 -1.983
C -3.997 -3.521 -3.176
C -3.793 -2.316 -3.837
C -2.939 -1.366 -3.302
C -2.316 0.772 -0.405
C -3.456 1.417 -0.878
C -4.184 2.210 -0.006
C -3.790 2.301 1.327
C -2.687 1.596 1.792
C -1.897 0.822 0.937
H 1.068 2.088 -5.891
H -0.704 3.275 -4.643
H -1.722 2.242 -2.654
H 0.797 -1.180 -3.153
H 1.806 -0.153 -5.145
H -1.961 -3.012 -0.518
H -3.486 -4.716 -1.470
H -4.665 -4.261 -3.597
H -4.299 -2.119 -4.774
H -2.777 -0.433 -3.831
H -3.781 1.294 -1.906
H -5.062 2.740 -0.354
H -4.367 2.914 2.010
H -2.444 1.654 2.849
C 2.269 2.283 1.851
As 1.185 1.460 0.443
C 2.547 1.636 -0.961
C 0.120 3.104 0.022
C 0.892 4.341 -0.301
C 1.266 4.628 -1.614
C 1.987 5.770 -1.920
C 2.352 6.655 -0.914
C 1.977 6.389 0.394
C 1.252 5.245 0.694
H 2.891 3.067 1.420
H 2.896 1.520 2.303
H 1.629 2.736 2.608
H 2.817 2.685 -1.057
H 2.197 1.269 -1.926
H 3.444 1.105 -0.645
H -0.495 3.257 0.910
H -0.557 2.847 -0.789
H 0.988 3.938 -2.403
H 2.265 5.971 -2.947
H 2.916 7.547 -1.150
H 2.246 7.079 1.184
H 0.951 5.053 1.717
I 4.557 -4.613 2.632
C 4.109 -2.871 1.616
C 4.245 -2.638 0.270
N 3.798 -1.383 0.067
N 3.374 -0.794 1.194
C 3.577 -1.682 2.147
H 4.601 -3.270 -0.523
H 3.684 -0.905 -0.810
H 3.314 -1.462 3.169

[3]
92
Properties=species:S:1:pos:R:3 method="wB97M-V/def2-TZVPD" relative_energy_ev=0.4873 spin_multiplicity=4 lumo_energy_ev="0.393 / 0.392" s_squared=3.77 gap_ev="6.78 / 7.92"
V 0.745 0.997 0.821
C 0.167 4.738 2.793
C -0.343 3.589 2.175
N 0.648 2.801 1.742
N 1.806 3.448 2.061
C 1.539 4.606 2.687
B 3.189 2.882 1.601
N 3.450 1.558 2.346
C 4.452 1.247 3.189
C 4.268 -0.055 3.609
C 3.098 -0.467 2.951
N 2.607 0.505 2.186
N 3.102 2.609 0.078
C 3.857 3.118 -0.910
C 3.298 2.748 -2.117
C 2.164 2.002 -1.767
N 2.047 1.906 -0.439
H -0.387 5.552 3.236
H -1.371 3.322 1.967
H 2.339 5.256 3.008
H 4.061 3.679 1.840
H 5.217 1.972 3.433
H 4.885 -0.626 4.287
H 2.597 -1.424 3.006
H 4.732 3.713 -0.687
H 3.651 2.988 -3.109
H 1.414 1.567 -2.406
C -4.809 -0.375 3.661
C -4.321 -1.619 3.281
C -3.564 -1.742 2.122
C -3.298 -0.639 1.305
C -3.785 0.606 1.704
C -4.535 0.736 2.872
P -2.221 -0.894 -0.176
C -3.406 -1.671 -1.370
C -3.044 -1.702 -2.723
C -3.834 -2.344 -3.669
C -5.010 -2.978 -3.282
C -5.383 -2.956 -1.948
C -4.588 -2.312 -1.000
C -1.996 0.799 -0.835
C -2.997 1.325 -1.670
C -2.924 2.624 -2.143
C -1.841 3.407 -1.763
C -0.858 2.881 -0.936
C -0.851 1.555 -0.413
H -5.392 -0.272 4.569
H -4.520 -2.492 3.892
H -3.162 -2.716 1.853
H -3.585 1.482 1.097
H -4.918 1.710 3.156
H -2.145 -1.191 -3.048
H -3.533 -2.343 -4.711
H -5.630 -3.481 -4.018
H -6.304 -3.437 -1.635
H -4.910 -2.301 0.033
H -3.853 0.718 -1.945
H -3.703 3.019 -2.788
H -1.767 4.434 -2.111
H -0.040 3.545 -0.680
C 1.468 -3.056 0.124
As 1.531 -1.164 -0.372
C 3.468 -1.119 -0.616
C 0.828 -1.450 -2.202
C 1.772 -1.951 -3.263
C 2.834 -1.176 -3.735
C 3.656 -1.636 -4.755
C 3.433 -2.885 -5.326
C 2.389 -3.669 -4.860
C 1.568 -3.204 -3.837
H 1.932 -3.624 -0.680
H 0.439 -3.387 0.251
H 2.024 -3.232 1.045
H 3.781 -1.816 -1.387
H 3.906 -1.413 0.336
H 3.817 -0.117 -0.861
H 0.347 -0.521 -2.504
H 0.038 -2.179 -2.042
H 3.016 -0.200 -3.299
H 4.473 -1.017 -5.105
H 4.066 -3.239 -6.132
H 2.206 -4.644 -5.296
H 0.746 -3.820 -3.485
I -0.558 -3.141 5.169
C -0.467 -1.377 4.119
C -0.714 -0.113 4.589
N -0.546 0.710 3.550
N -0.210 0.074 2.411
C -0.163 -1.213 2.764
H -0.982 0.240 5.574
H -0.662 1.704 3.525
H 0.061 -1.974 2.038